# 1
Below is an isolated molecule of C16H21IN2O4, with properties calculated with the ωB97M-V functional and the def2-TZVPD basis.

Results
Charge   0
Electronic energy   -36201.6167 eV
SMILES   CCCCON1C(=O)c2cc(CN)c(I)c(CCCO)c2C1=O

Atoms and positions in Å:
1 I 1.714 4.001 2.135
2 O -0.375 -1.357 -2.450
3 O -3.542 0.444 2.440
4 O 2.484 -0.977 -3.019
5 O -0.262 -1.520 0.554
6 N 4.940 3.635 -0.012
7 N 0.724 -1.473 -1.558
8 C 2.768 1.606 -1.331
9 C 1.955 0.505 -1.187
10 C 3.594 3.812 -0.569
11 C 2.684 2.620 -0.383
12 C -2.668 -3.720 0.800
13 C -2.205 -2.779 -1.548
14 C 0.964 1.356 0.865
15 C -1.473 1.374 1.455
16 C 1.081 0.381 -0.120
17 C -2.513 1.420 2.579
18 C -1.080 -2.596 -2.573
19 C -1.996 -3.940 -0.563
20 C 1.814 -0.674 -2.077
21 C -0.041 1.166 1.964
22 C 0.389 -0.924 -0.255
23 C 1.793 2.472 0.697
24 H 3.683 4.012 -1.637
25 H 0.146 1.853 2.785
26 H -2.048 1.215 3.542
27 H 3.161 4.698 -0.110
28 H -2.307 -1.849 -0.986
29 H -3.654 -4.185 0.834
30 H 4.859 3.551 0.998
31 H -1.740 0.580 0.753
32 H 5.308 2.739 -0.318
33 H -2.068 -4.165 1.595
34 H -4.045 0.661 1.650
35 H -0.924 -4.091 -0.432
36 H -2.971 2.413 2.612
37 H -1.481 -2.577 -3.588
38 H -1.494 2.312 0.890
39 H 3.435 1.692 -2.179
40 H -2.413 -4.844 -1.010
41 H -0.362 -3.418 -2.527
42 H 0.064 0.149 2.347
43 H -3.137 -2.918 -2.098
44 H -2.764 -2.660 1.034

# 2
Below is a structure of composition C41H45F2N10O6ReS, with properties calculated with the ωB97M-V functional and the def2-TZVPD basis.

Results
Energy above the lowest of the compared OMol25 structures with the same formula, charge and spin   0.000 eV
Spin multiplicity   2
Charge   +1
Electronic energy   -88829.0069 eV

Atoms and positions in Å:
1 Re 0.218 -0.055 -0.086
2 S -7.296 -1.709 4.384
3 F 1.188 -5.912 3.296
4 F 6.421 -0.019 0.296
5 O -8.117 -2.883 4.554
6 O -0.114 -0.569 -1.969
7 O -7.829 -0.468 4.913
8 O 0.212 -2.085 0.367
9 O -0.765 -1.773 -3.701
10 O -5.874 -1.907 4.615
11 N 1.492 0.266 3.845
12 N -1.265 3.558 -1.741
13 N 0.276 0.604 1.830
14 N -2.108 0.037 -0.025
15 N 0.294 2.377 -2.775
16 N -6.244 -0.906 2.066
17 N 0.042 -1.300 3.280
18 N -8.509 -1.523 1.917
19 N -0.036 -5.379 -2.022
20 N -0.017 1.992 -0.451
21 C -4.279 -0.529 -0.867
22 C -0.328 2.709 0.798
23 C 3.028 -1.217 0.290
24 C -6.233 -0.614 0.774
25 C 5.088 -0.031 0.190
26 C -1.250 -1.855 2.894
27 C 4.410 -1.215 0.404
28 C 0.687 -4.518 1.493
29 C 4.433 1.143 -0.133
30 C -0.205 -4.170 -2.532
31 C 1.542 1.701 -3.062
32 C -4.868 -0.211 0.348
33 C 2.620 1.167 3.647
34 C 1.486 -0.612 5.017
35 C 0.768 -6.916 1.218
36 C -7.347 -0.752 -0.029
37 C -7.370 -1.362 2.600
38 C -2.714 0.483 1.095
39 C -4.060 0.381 1.318
40 C -0.356 -1.732 -2.564
41 C -0.306 2.606 -1.600
42 C -1.748 -6.889 -2.939
43 C -1.302 4.060 -3.118
44 C 2.301 -0.057 -0.040
45 C 0.553 -1.743 4.585
46 C 0.615 -7.711 -2.434
47 C -0.104 -2.994 -1.808
48 C 0.160 -3.077 -0.432
49 C -8.486 -1.212 0.631
50 C 0.334 -8.050 -0.978
51 C 0.576 -0.113 2.943
52 C -0.262 -6.561 -2.903
53 C 0.879 -5.768 2.002
54 C -2.486 3.629 -0.945
55 C 3.053 1.116 -0.246
56 C -2.908 -0.401 -1.010
57 C 0.371 -4.395 0.132
58 C 0.263 -5.537 -0.671
59 C -0.282 3.183 -3.845
60 C 0.458 -6.822 -0.119
61 C 0.500 2.067 1.890
62 H -2.054 -1.455 3.518
63 H -1.048 5.120 -3.150
64 H -0.280 -1.888 5.271
65 H -2.799 2.637 -0.618
66 H -4.857 -0.966 -1.670
67 H -0.069 3.767 0.717
68 H 0.419 -8.572 -3.073
69 H -2.305 3.937 -3.526
70 H 0.774 -3.633 2.107
71 H -0.446 -4.110 -3.586
72 H 1.021 -8.816 -0.621
73 H -9.418 -1.339 0.090
74 H -2.317 -6.069 -3.375
75 H -2.140 -7.075 -1.939
76 H -1.205 -2.933 3.044
77 H -1.382 2.641 1.068
78 H 0.218 2.476 2.862
79 H 5.004 2.046 -0.299
80 H -2.065 0.855 1.870
81 H 4.963 -2.110 0.655
82 H 1.138 -0.074 5.899
83 H 1.077 -2.694 4.478
84 H 2.312 2.438 -3.305
85 H -2.431 -0.692 -1.933
86 H -3.272 4.034 -1.579
87 H 2.509 -2.144 0.484
88 H 2.497 -0.970 5.209
89 H -1.914 -7.778 -3.546
90 H -2.385 4.284 -0.081
91 H 0.069 -6.245 -3.893
92 H -0.729 2.539 -4.604
93 H -7.356 -0.508 -1.082
94 H 1.666 -7.443 -2.560
95 H -1.452 -1.678 1.850
96 H 1.551 2.294 1.704
97 H 2.546 2.036 -0.510
98 H 2.400 2.181 3.980
99 H 0.934 -7.883 1.676
100 H -0.673 -8.462 -0.874
101 H 3.452 0.786 4.236
102 H 2.932 1.173 2.605
103 H 0.504 3.773 -4.319
104 H 1.395 1.040 -3.916
105 H -4.488 0.644 2.275
106 H 1.866 1.104 -2.222

# 3
Below is a structure of composition C30H50OP4Tb in a non-equilibrium geometry, with properties calculated with the ωB97M-V functional and the def2-TZVPD basis.

Results
Energy above the lowest of the compared OMol25 structures with the same formula, charge and spin   1.507 eV
Spin multiplicity   7
Charge   +3
Electronic energy   -93532.3590 eV

Atoms and positions in Å:
1 Tb -0.790 0.334 -1.280
2 P 1.393 0.785 0.864
3 P -2.104 0.264 1.746
4 P 1.727 -0.510 -2.258
5 P -1.372 3.020 -1.162
6 O -1.520 -1.465 -3.246
7 C -1.301 3.416 5.146
8 C -1.885 1.542 3.119
9 C -1.019 -1.586 3.593
10 C -2.087 -2.159 -4.406
11 C -3.565 -1.920 -6.268
12 C -1.974 -3.756 4.112
13 C -1.891 4.584 -0.382
14 C -1.705 -3.438 -6.393
15 C -2.895 2.446 -2.049
16 C 2.012 2.456 0.323
17 C -1.090 -3.399 -0.567
18 C 1.393 -0.902 -4.019
19 C -2.804 -2.830 -7.015
20 C -3.027 -3.479 3.233
21 C -2.019 1.197 4.475
22 C 1.386 1.078 2.673
23 C -0.970 -2.794 4.297
24 C -3.881 0.567 1.466
25 C -2.083 -1.293 2.715
26 C 3.084 0.738 -2.543
27 C -0.349 3.700 -2.543
28 C -1.561 2.875 2.798
29 C -3.077 -2.268 2.536
30 C -3.251 -1.611 -4.938
31 C -1.353 -3.148 -5.063
32 C -1.271 3.798 3.804
33 C 2.785 -1.974 -1.880
34 C 2.963 -0.193 0.913
35 C -1.690 2.117 5.480
36 C -0.151 -3.500 0.396
37 H 0.543 1.706 2.970
38 H -3.906 -2.062 1.858
39 H -2.724 4.416 0.314
40 H -3.791 -0.878 -4.351
41 H -3.722 2.958 -1.577
42 H 1.187 3.179 0.450
43 H -1.038 4.815 3.508
44 H -0.937 4.493 -3.043
45 H -3.837 -4.203 3.109
46 H 0.570 4.110 -2.090
47 H 1.334 0.120 3.201
48 H -0.326 -3.258 1.448
49 H -0.046 2.902 -3.250
50 H -2.924 2.648 -3.130
51 H 2.865 2.758 0.954
52 H -2.127 -3.063 -0.419
53 H -0.170 -2.975 5.022
54 H 3.716 0.436 -3.397
55 H -3.967 1.602 1.110
56 H -1.042 4.151 5.913
57 H 3.360 -2.241 -2.779
58 H -3.092 1.355 -1.836
59 H 3.498 -0.136 -0.046
60 H -0.238 -0.843 3.761
61 H 0.576 -1.630 -4.104
62 H -2.385 0.209 4.777
63 H -0.792 -3.618 -1.600
64 H -2.172 5.315 -1.156
65 H 2.332 1.569 2.942
66 H 3.727 0.866 -1.663
67 H -1.504 3.147 1.738
68 H -4.293 -0.110 0.709
69 H 2.151 -2.817 -1.584
70 H -3.060 -3.049 -8.061
71 H 0.825 -3.892 0.120
72 H 2.685 -1.237 1.133
73 H 2.324 2.435 -0.734
74 H 2.637 1.714 -2.780
75 H 2.293 -1.292 -4.518
76 H -0.496 -3.636 -4.588
77 H 1.083 0.027 -4.511
78 H -1.051 4.970 0.215
79 H -1.071 -4.104 -6.975
80 H -1.940 -4.706 4.660
81 H 3.490 -1.784 -1.063
82 H 3.620 0.180 1.721
83 H -4.408 -1.406 -6.722
84 H -2.318 -1.408 -2.649
85 H -1.715 1.827 6.529
86 H -4.446 0.468 2.403

# 4
Below is a structure of composition C26H19ClN2O2SeTi, with properties calculated with the ωB97M-V functional and the def2-TZVPD basis.

Results
Energy above the lowest of the compared OMol25 structures with the same formula, charge and spin   0.538 eV
Spin multiplicity   3
Charge   -2
Electronic energy   -135332.8028 eV

Atoms and positions in Å:
1 Se -1.937 1.232 -5.091
2 Ti 0.450 0.238 0.128
3 Cl 4.085 1.183 -4.364
4 O 0.612 -3.514 -1.075
5 O -0.419 -1.656 -0.315
6 N -0.853 1.556 0.076
7 N -4.636 1.568 -6.318
8 C -4.855 0.448 0.832
9 C -1.968 6.048 -1.125
10 C 2.995 0.184 -3.424
11 C 1.196 0.002 2.424
12 C -3.601 0.826 0.387
13 C 2.552 -1.895 -2.328
14 C 1.533 1.302 1.982
15 C -3.127 2.126 0.592
16 C -0.668 6.492 -0.923
17 C -3.586 1.436 -5.834
18 C 2.526 1.185 0.982
19 C 0.265 5.623 -0.369
20 C 0.420 -2.304 -1.043
21 C -1.413 3.882 -0.190
22 C -2.337 4.762 -0.761
23 C 1.763 0.674 -3.064
24 C -5.207 2.643 1.728
25 C 3.401 -1.102 -3.067
26 C 1.995 -0.919 1.705
27 C -1.750 2.475 0.154
28 C 0.916 -0.134 -2.300
29 C -5.669 1.353 1.506
30 C -3.952 3.026 1.273
31 C -0.102 4.336 -0.015
32 C 2.815 -0.195 0.820
33 C 1.302 -1.419 -1.920
34 H -5.826 3.357 2.260
35 H 1.070 2.219 2.313
36 H 0.624 3.640 0.387
37 H 3.513 -0.617 0.113
38 H -3.344 4.419 -0.959
39 H 2.833 -2.900 -2.043
40 H 1.446 1.661 -3.372
41 H 4.374 -1.463 -3.374
42 H -5.205 -0.561 0.646
43 H 1.289 5.950 -0.222
44 H -6.652 1.056 1.851
45 H -3.601 4.033 1.463
46 H -0.088 0.249 -2.103
47 H 2.983 1.996 0.435
48 H -0.380 7.496 -1.212
49 H -2.697 6.701 -1.591
50 H 0.440 -0.244 3.153
51 H -2.958 0.125 -0.129
52 H 1.931 -1.996 1.768

# 5
Below is an isolated molecule of C4H8N2 in a non-equilibrium geometry, with properties calculated with the ωB97M-V functional and the def2-TZVPD basis.

Results
Energy above the lowest of the compared OMol25 structures with the same formula, charge and spin   2.769 eV
Charge   0
Electronic energy   -7255.1063 eV
SMILES   C=CCNN=C

Atoms and positions in Å:
1 N -0.461 0.149 -0.722
2 N -0.374 1.146 -1.769
3 C -1.516 1.753 -1.984
4 C 0.790 -0.179 -0.037
5 C 1.017 -1.841 1.856
6 C 0.514 -0.701 1.392
7 H 1.515 0.655 -0.070
8 H -0.074 0.015 2.028
9 H 1.173 -1.048 -0.623
10 H -1.403 2.500 -2.811
11 H 1.655 -2.450 1.208
12 H 0.870 -2.105 2.934
13 H -1.192 0.391 -0.008
14 H -2.515 1.717 -1.394

# 6
Below is a structure of composition C5H10NO in a non-equilibrium geometry, with properties calculated with the ωB97M-V functional and the def2-TZVPD basis.

Results
Energy above the lowest of the compared OMol25 structures with the same formula, charge and spin   5.877 eV
Charge   +1
Electronic energy   -8872.7034 eV

Atoms and positions in Å:
1 O 1.218 -1.355 1.560
2 N 0.867 -0.961 0.441
3 C -0.768 1.000 -0.536
4 C -1.492 2.298 -0.449
5 C -0.789 0.286 -1.829
6 C -0.185 0.551 0.571
7 C 2.036 -2.517 1.594
8 H -0.806 0.988 -2.658
9 H -1.710 -0.299 -1.882
10 H -2.517 2.175 -0.796
11 H 2.181 -2.936 0.596
12 H -0.117 0.907 1.578
13 H 1.548 -3.232 2.259
14 H -1.497 2.715 0.554
15 H 2.993 -2.232 2.041
16 H 0.047 -0.398 -1.923
17 H -1.010 3.010 -1.121